52
Properties=species:S:1:pos:R:3 method="wB97M-V/def2-TZVPD" homo_ev=-16.5 total_energy_ha=-956.7444 homo_lumo_gap_ev=7.83 charge=+2 largest_force_ev_per_a=2.6
C -2.57 1.03 1.60
H -2.67 1.03 2.69
H -3.03 1.89 1.12
H -1.55 1.25 1.44
C -2.99 -0.31 0.97
H -2.60 -0.46 -0.05
H -2.64 -1.13 1.62
C -4.50 -0.21 1.01
H -4.97 -1.14 0.75
H -4.86 0.06 2.01
H -4.88 0.55 0.32
C 1.31 0.15 -1.92
C -0.06 -0.22 -2.27
C -0.90 0.91 -2.16
C -0.10 2.05 -1.72
C 1.30 1.62 -1.72
C 2.47 2.45 -1.34
C -0.58 3.46 -1.57
C -2.33 1.01 -2.55
C -0.41 -1.49 -2.94
C 2.52 -0.67 -2.11
Bi 0.52 0.55 0.15
H 0.04 4.00 -0.84
H -0.51 4.01 -2.54
H -1.61 3.52 -1.22
H 2.19 3.36 -0.76
H 3.23 1.89 -0.74
H 2.95 2.77 -2.29
H 2.31 -1.75 -2.02
H 2.95 -0.48 -3.12
H 3.29 -0.41 -1.37
H -1.49 -1.70 -2.94
H -0.08 -1.53 -4.01
H 0.07 -2.36 -2.44
H -2.92 1.59 -1.82
H -2.45 1.49 -3.53
H -2.80 0.02 -2.61
C 2.57 -0.12 3.31
C 2.71 -0.97 2.06
O 1.45 -1.36 1.46
C 0.74 -2.32 2.23
C 1.50 -3.61 2.57
H 1.89 0.74 3.19
H 3.55 0.26 3.59
H 2.19 -0.74 4.13
H 3.26 -0.45 1.27
H 3.22 -1.92 2.26
H 0.40 -1.86 3.18
H -0.14 -2.59 1.63
H 2.29 -3.49 3.32
H 0.76 -4.27 3.01
H 1.92 -4.10 1.70

=====

17
Properties=species:S:1:pos:R:3 method="wB97M-V/def2-TZVPD" homo_ev="-9.4 / -9.4" de_lowest_ev=1.442 smiles="O=C=[N+]([O-])S(=O)(=O)CCC(=O)N=O" total_energy_ha=-1113.6421 homo_lumo_gap_ev="7.76 / 7.78" charge=0 largest_force_ev_per_a=5.3
O -0.05 0.78 -2.45
C -0.29 -0.10 -1.70
N -0.19 -1.19 -1.13
O -0.98 -2.01 -0.57
S 1.36 -1.27 -0.09
O 2.31 -0.36 -0.65
O 1.74 -2.62 0.01
C 0.57 -0.50 1.37
C 0.14 0.88 0.82
C -1.19 0.85 0.23
O -2.05 0.00 0.53
N -1.70 2.00 -0.36
O -1.54 2.42 -1.46
H 1.16 -0.55 2.36
H -0.30 -1.02 1.52
H 0.79 1.02 -0.01
H 0.20 1.67 1.58

=====

19
Properties=species:S:1:pos:R:3 method="wB97M-V/def2-TZVPD" homo_ev=-9.3 de_lowest_ev=2.319 smiles=CCOCC.N total_energy_ha=-290.1117 homo_lumo_gap_ev=10.26 charge=0 largest_force_ev_per_a=5.6
C 2.09 0.33 2.63
C 1.44 0.76 1.32
O 0.72 -0.40 0.73
C -0.44 -0.30 -0.15
C -0.71 -1.81 -0.53
H 1.65 -0.08 3.57
H 2.92 -0.35 2.22
H 2.60 1.19 2.97
H 2.04 1.25 0.55
H 0.55 1.54 1.51
H -0.06 0.23 -1.12
H -1.37 0.22 0.12
H -0.76 -2.02 -1.61
H -1.67 -2.17 -0.08
H 0.16 -2.47 -0.20
N -2.29 1.03 -2.95
H -1.77 1.89 -2.70
H -2.04 0.58 -3.86
H -3.04 0.59 -2.43

=====

9
Properties=species:S:1:pos:R:3 method="wB97M-V/def2-TZVPD" homo_ev=-9.4 de_lowest_ev=5.232 smiles="C=CS[N+](=O)[O-]" total_energy_ha=-681.2670 homo_lumo_gap_ev=9.15 charge=0 largest_force_ev_per_a=3.3
C 0.37 0.48 -0.22
C 0.06 -0.78 -0.03
S 0.99 -2.02 -0.64
N -0.15 -3.59 -0.45
O -1.21 -3.30 0.00
O 0.30 -4.66 -0.78
H -0.13 1.07 0.49
H 0.98 0.87 -1.18
H -0.75 -1.09 0.66

=====

22
Properties=species:S:1:pos:R:3 method="wB97M-V/def2-TZVPD" homo_ev=-14.4 de_lowest_ev=0.930 total_energy_ha=-441.0242 homo_lumo_gap_ev=11.25 charge=+1 largest_force_ev_per_a=1.7
O -0.39 -3.57 -0.32
C -1.37 -2.89 -0.40
C -1.38 -1.44 0.02
N -0.01 -0.85 -0.13
C 0.94 -1.27 1.02
C 1.59 -0.11 1.72
H -2.30 -3.31 -0.81
H -2.06 -0.91 -0.60
H -1.66 -1.42 1.04
H -0.10 0.16 -0.11
H 0.39 -1.17 -1.00
H 1.68 -1.90 0.52
H 0.38 -1.83 1.72
H 0.95 0.42 2.42
H 2.14 0.63 1.13
H 2.31 -0.59 2.39
H -0.63 4.40 -2.21
H -0.72 5.20 -0.90
O -0.51 4.32 -1.25
H -0.08 2.32 -0.78
H 0.45 2.13 -2.15
O 0.37 1.66 -1.31

=====

12
Properties=species:S:1:pos:R:3 method="wB97M-V/def2-TZVPD" homo_ev=-10.1 de_lowest_ev=6.478 total_energy_ha=-319.4742 homo_lumo_gap_ev=9.19 charge=0 largest_force_ev_per_a=2.5
C -1.73 0.46 0.27
N -0.30 -0.42 -0.71
C 0.94 -0.50 -0.08
C 2.09 -1.09 -0.86
N 2.96 -1.64 -1.40
C 1.04 1.02 0.99
N 0.45 1.98 1.32
H -1.94 -0.53 0.58
H -2.45 0.90 -0.42
H -1.81 1.12 1.18
H -0.22 -0.35 -1.73
H 0.95 -0.96 0.86

=====

61
Properties=species:S:1:pos:R:3 method="wB97M-V/def2-TZVPD" homo_ev=-10.1 smiles="CC(=O)OC(=O)C[C@@H](CC(=O)I)OC(=O)CCO.CC#N.CC#N.CC#N.CC#N.CC#N" total_energy_ha=-1877.0155 homo_lumo_gap_ev=10.18 charge=0 largest_force_ev_per_a=1.9
C 3.20 -0.97 2.03
C 2.61 0.00 1.06
O 3.18 1.00 0.72
O 1.35 -0.30 0.57
C 1.19 0.01 -0.77
O 1.97 -0.37 -1.60
C -0.02 0.83 -1.14
C -1.00 1.15 -0.01
C -0.89 2.61 0.43
C 0.43 2.90 1.10
O 0.81 2.35 2.09
I 1.64 4.47 0.20
O -2.36 1.02 -0.42
C -2.72 -0.28 -0.63
O -2.66 -0.78 -1.73
C -3.26 -1.03 0.55
C -4.56 -0.41 1.06
O -4.28 0.62 1.98
H 2.89 -0.70 3.03
H 4.26 -0.81 1.97
H 3.00 -2.00 1.79
H 0.37 1.75 -1.55
H -0.49 0.32 -1.97
H -0.80 0.55 0.87
H -1.71 2.85 1.10
H -0.99 3.21 -0.46
H -2.54 -1.10 1.35
H -3.46 -2.03 0.22
H -5.19 -1.18 1.49
H -5.11 -0.02 0.20
H -4.75 0.41 2.79
C -0.98 -0.87 4.27
C -2.43 -0.92 4.39
N -3.57 -0.95 4.48
H -0.57 -1.88 4.37
H -0.70 -0.47 3.29
H -0.57 -0.24 5.05
C 4.80 -4.11 4.50
C 3.51 -3.45 4.36
N 2.50 -2.93 4.23
H 4.85 -4.97 3.83
H 5.59 -3.41 4.24
H 4.94 -4.43 5.52
C 5.36 2.32 3.12
C 5.08 1.12 3.90
N 4.83 0.17 4.50
H 5.35 2.07 2.06
H 4.59 3.06 3.31
H 6.33 2.72 3.39
C -1.05 -1.20 -4.61
C -1.15 -0.49 -5.88
N -1.22 0.06 -6.88
H -1.51 -0.61 -3.82
H -1.57 -2.15 -4.68
H 0.00 -1.38 -4.37
C -3.45 1.14 -9.43
C -3.54 1.85 -10.71
N -3.61 2.41 -11.70
H -3.91 1.74 -8.65
H -3.98 0.19 -9.51
H -2.41 0.96 -9.18